{"formula": "C5H8N", "method": "ωB97M-V with the def2-TZVPD basis set", "symbols": ["C", "C", "C", "C", "C", "N", "H", "H", "H", "H", "H", "H", "H", "H"], "positions_angstrom": [[1.896, -0.447, -0.364], [1.218, -0.708, 0.745], [0.753, 0.031, -1.184], [-1.064, 0.906, 0.599], [0.102, 0.053, 0.180], [-1.826, -0.321, 0.350], [2.995, -0.357, -0.700], [1.602, -0.904, 1.781], [0.796, 1.019, -1.767], [0.423, -0.712, -1.766], [-0.982, 1.111, 1.649], [-1.291, 1.598, -0.188], [-2.236, -0.840, 1.113], [-2.386, -0.429, -0.447]], "nbo_charge": [-0.0356, -0.0962, -0.4911, -0.2531, -0.0488, -0.4122, 0.2502, 0.2576, 0.2408, 0.2372, 0.2633, 0.2630, 0.4160, 0.4088], "relative_energy_kj_mol": 379.5, "fmax_ha_per_bohr": 0.1560, "s2": 2.011, "homo_energy_ev": [-10.976, -14.891], "total_charge": 1, "lumo_ev": [-3.204, -8.416], "multiplicity": 3}

{"formula": "C2H9NO4", "method": "ωB97M-V with the def2-TZVPD basis set", "symbols": ["O", "C", "O", "C", "N", "H", "H", "H", "H", "H", "H", "H", "O", "H", "H", "O"], "positions_angstrom": [[0.464, 0.087, 0.346], [-0.216, 0.891, -0.258], [0.040, 1.272, -1.490], [-1.429, 1.568, 0.307], [-2.018, 0.765, 1.357], [0.781, 0.777, -1.920], [-1.093, 2.535, 0.709], [-2.158, 1.788, -0.464], [-1.434, 0.023, 1.699], [-2.479, 1.253, 2.103], [0.932, -3.456, -0.034], [0.625, -2.645, 1.233], [1.109, -3.410, 0.909], [2.756, -0.928, -1.961], [1.954, -0.319, -0.797], [2.165, -0.201, -1.740]], "nbo_charge": [-0.6639, 0.8064, -0.6828, -0.3236, -0.8538, 0.5300, 0.2081, 0.2132, 0.3816, 0.3704, 0.4672, 0.4769, -0.9431, 0.4899, 0.5074, -0.9838], "smiles": "NCC(=O)O.O.O", "relative_energy_kj_mol": 20.7, "fmax_ha_per_bohr": 0.0232, "homo_energy_ev": -9.381, "lumo_ev": 0.528, "multiplicity": 1}

{"formula": "C22H66O19", "method": "ωB97M-V with the def2-TZVPD basis set", "symbols": ["O", "H", "H", "C", "C", "O", "O", "H", "H", "H", "H", "H", "H", "C", "C", "O", "O", "H", "H", "H", "H", "H", "H", "C", "C", "O", "O", "H", "H", "H", "H", "H", "H", "C", "C", "O", "O", "H", "H", "H", "H", "H", "H", "C", "C", "O", "O", "H", "H", "H", "H", "H", "H", "C", "C", "O", "O", "H", "H", "H", "H", "H", "H", "C", "C", "O", "O", "H", "H", "H", "H", "H", "H", "C", "C", "O", "O", "H", "H", "H", "H", "H", "H", "C", "C", "C", "O", "H", "H", "H", "H", "H", "H", "H", "H", "C", "C", "C", "O", "H", "H", "H", "H", "H", "H", "H", "H"], "positions_angstrom": [[24.044, -10.176, 6.253], [23.982, -11.059, 5.888], [24.910, -10.146, 6.660], [17.922, -16.834, 3.540], [17.360, -16.276, 4.856], [16.998, -17.422, 5.645], [19.280, -17.106, 3.578], [17.742, -16.116, 2.740], [17.421, -17.738, 3.194], [16.453, -15.710, 4.645], [17.996, -15.495, 5.272], [16.621, -18.024, 5.000], [19.682, -16.666, 2.825], [23.926, -14.104, 10.099], [23.818, -13.631, 11.585], [22.954, -12.494, 11.490], [24.674, -13.256, 9.126], [22.925, -14.295, 9.712], [24.428, -15.069, 10.027], [24.794, -13.386, 12.005], [23.286, -14.413, 12.127], [23.249, -12.065, 10.683], [24.751, -13.791, 8.333], [19.646, -17.454, 7.480], [19.405, -18.893, 7.060], [19.775, -19.013, 5.719], [21.018, -17.159, 7.547], [19.215, -17.446, 8.481], [19.076, -16.751, 6.873], [18.366, -19.196, 7.190], [20.096, -19.561, 7.573], [19.532, -18.339, 5.080], [21.284, -16.543, 6.860], [20.367, -6.734, 10.663], [20.360, -7.979, 9.738], [21.088, -8.920, 10.586], [19.448, -6.947, 11.722], [20.050, -5.875, 10.072], [21.346, -6.481, 11.070], [20.846, -7.839, 8.772], [19.305, -8.105, 9.492], [20.986, -8.557, 11.469], [18.706, -6.423, 11.409], [17.437, -11.820, 3.189], [17.610, -13.275, 2.795], [18.687, -13.439, 1.815], [18.503, -11.400, 4.049], [16.506, -11.778, 3.754], [17.338, -11.099, 2.378], [16.663, -13.585, 2.354], [17.892, -13.978, 3.579], [19.291, -12.712, 1.980], [19.263, -11.457, 3.466], [17.804, -11.764, 11.237], [16.814, -11.947, 10.091], [15.597, -12.460, 10.459], [17.318, -11.505, 12.509], [18.354, -10.832, 11.111], [18.511, -12.590, 11.316], [17.358, -12.511, 9.334], [16.516, -10.965, 9.722], [15.635, -13.413, 10.353], [16.474, -11.073, 12.357], [19.885, -17.502, 11.511], [19.933, -15.985, 11.365], [18.816, -15.374, 12.030], [20.890, -18.192, 10.837], [18.999, -17.943, 11.055], [19.665, -17.736, 12.553], [19.706, -15.696, 10.339], [20.779, -15.489, 11.842], [19.119, -14.474, 12.169], [20.910, -17.947, 9.909], [22.872, -13.111, 4.416], [22.331, -14.593, 4.471], [21.551, -14.906, 5.642], [23.733, -12.736, 5.411], [22.004, -12.452, 4.435], [23.383, -12.897, 3.477], [23.158, -15.301, 4.523], [21.599, -14.759, 3.680], [20.719, -14.428, 5.623], [23.998, -13.474, 5.964], [16.975, -5.235, 5.707], [17.883, -6.189, 6.474], [17.797, -7.624, 5.929], [19.249, -5.811, 6.251], [15.932, -5.513, 5.863], [17.218, -5.455, 4.667], [17.159, -4.176, 5.887], [17.584, -6.127, 7.520], [16.880, -8.082, 6.300], [18.657, -8.276, 6.079], [17.669, -7.657, 4.847], [19.497, -5.222, 6.968], [19.706, -10.960, 7.293], [20.430, -12.317, 7.014], [20.591, -13.046, 8.420], [19.523, -13.197, 6.251], [19.837, -10.371, 6.385], [20.213, -10.350, 8.041], [18.691, -11.158, 7.637], [21.421, -12.208, 6.574], [21.196, -13.923, 8.189], [19.663, -13.505, 8.762], [21.228, -12.495, 9.112], [19.050, -12.622, 5.645]], "lowdin_charge": [-0.0627, -0.0323, 0.0279, -0.2511, -0.2122, -0.0595, -0.0449, 0.1064, 0.1260, 0.1092, 0.1029, 0.0848, 0.1013, -0.1920, -0.1973, -0.0822, -0.0898, 0.0916, 0.1105, 0.1156, 0.1120, 0.0642, 0.0574, -0.2492, -0.2442, -0.0714, -0.0512, 0.0992, 0.1031, 0.1097, 0.1259, 0.0362, 0.0459, -0.2633, -0.2045, -0.0751, -0.0564, 0.1071, 0.1240, 0.1136, 0.1041, 0.0618, 0.0854, -0.2078, -0.1976, -0.0727, -0.0688, 0.1262, 0.1313, 0.1244, 0.0912, 0.0577, 0.0761, -0.2604, -0.2727, -0.0350, -0.0482, 0.1135, 0.0983, 0.1078, 0.1191, 0.1004, 0.0847, -0.2641, -0.2148, -0.0877, -0.0512, 0.1132, 0.1248, 0.1056, 0.1197, 0.0570, 0.0574, -0.2418, -0.1563, -0.0996, -0.0658, 0.1053, 0.1222, 0.1254, 0.1110, 0.0329, 0.1049, -0.0621, -0.4835, -0.0525, -0.0572, 0.0806, 0.0764, 0.0796, 0.1246, 0.0786, 0.0606, 0.0728, 0.0801, -0.0308, -0.3629, -0.0244, -0.0926, 0.0627, 0.0678, 0.0796, 0.1117, 0.0485, 0.0704, 0.0766, 0.0432], "smiles": "CC(C)O.CC(C)O.OCCO.OCCO.OCCO.OCCO.OCCO.OCCO.OCCO.OCCO.O", "relative_energy_kj_mol": 329.3, "fmax_ha_per_bohr": 0.0736, "homo_energy_ev": -9.222, "lumo_ev": -0.188, "multiplicity": 1}